{"formula": "C13H19AuN4OSe", "method": "ωB97M-V with the def2-TZVPD basis set", "s_squared": 2.011, "relative_energy_kcal_mol": 16.5, "multiplicity": 3, "homo_energy_ev": [-6.71, -7.04], "max_force_ev_per_a": 0.327, "species": ["Au", "C", "N", "C", "C", "C", "C", "C", "C", "C", "C", "H", "H", "H", "H", "H", "H", "H", "H", "H", "H", "H", "H", "Se", "C", "N", "C", "C", "O", "N", "C", "N", "H", "H", "H", "H", "H", "H", "H"], "xyz": [[-1.45277, -0.90918, -2.77873], [1.13006, -2.92367, -0.52127], [1.15171, -1.48122, -0.67903], [1.97232, -1.09235, -1.80817], [1.57885, -0.80089, 0.53058], [0.62562, -1.01699, 1.68432], [1.11465, -1.55510, 2.87422], [0.29527, -1.85926, 3.94894], [-1.07050, -1.64014, 3.84091], [-1.58815, -1.10557, 2.67482], [-0.74824, -0.78432, 1.61815], [2.13442, -3.32858, -0.30843], [0.74969, -3.38284, -1.43369], [0.46421, -3.20237, 0.29481], [3.02917, -1.38632, -1.68141], [1.92996, -0.00950, -1.94133], [1.59220, -1.56093, -2.71605], [1.68026, 0.26239, 0.29956], [2.57862, -1.14235, 0.85572], [2.17740, -1.75732, 2.93882], [0.71687, -2.27934, 4.85166], [-1.73397, -1.88685, 4.65925], [-2.64822, -0.92642, 2.55534], [-1.78723, -2.78344, -4.13949], [-0.76810, 4.28326, -0.87100], [-0.60851, 2.84750, -0.87886], [-0.70296, 2.08208, 0.36134], [-0.82500, 0.69589, -0.19678], [-1.40243, -0.30302, 0.49717], [-1.10556, 0.77127, -1.54993], [-0.95643, 2.02617, -1.90493], [-1.01537, 2.43597, -3.19932], [-1.72403, 4.57472, -0.42527], [-0.71537, 4.68184, -1.88123], [0.03735, 4.74487, -0.30054], [-1.57883, 2.38590, 0.96041], [0.18552, 2.23140, 0.98634], [-1.37041, 1.72669, -3.82702], [-1.34204, 3.36799, -3.38987]], "nbo_charge": [0.378, -0.421, -0.442, -0.414, -0.239, -0.109, -0.179, -0.230, -0.195, -0.270, 0.364, 0.157, 0.222, 0.207, 0.161, 0.194, 0.217, 0.206, 0.171, 0.211, 0.216, 0.217, 0.227, -0.508, -0.403, -0.400, -0.294, 0.435, -0.498, -0.633, 0.608, -0.793, 0.196, 0.207, 0.215, 0.191, 0.212, 0.421, 0.394]}